Molecular formula: C76H163N6O14P
Method: DFT, ωB97M-V/def2-TZVPD

**Net charge**: +1
**Spin multiplicity**: 2
**HOMO energy (spin up / spin down)**: -3.87 / -8.35 eV
**HOMO-LUMO gap (spin up / spin down)**: 2.37 / 6.82 eV

```
260
Properties=species:S:1:pos:R:3:lowdin_spin:R:1
C 6.4324 8.9323 -0.7628 0.00
C 5.2747 8.1185 -1.4561 0.00
C 4.9949 6.7501 -0.8953 0.02
C 3.7376 6.1246 -1.5367 0.00
N 3.2949 4.6679 -1.1169 0.00
C 2.0763 4.3384 -1.9859 0.00
C 2.5038 3.4946 -3.1718 0.00
C 3.9883 3.1963 -2.9468 0.00
C 4.2901 3.5641 -1.5393 0.05
C 2.9076 4.5786 0.3684 0.08
H 6.2828 9.9005 -1.2406 0.00
H 7.4035 8.4467 -0.8599 0.00
H 6.2596 8.9842 0.3121 0.00
H 5.4402 7.9801 -2.5246 0.00
H 4.3242 8.6494 -1.5084 0.00
H 4.8258 6.9146 0.1689 0.01
H 5.8962 6.1653 -1.0793 0.00
H 3.8826 6.1459 -2.6168 0.00
H 2.8617 6.7543 -1.3803 0.00
H 1.5008 3.6655 -1.3502 0.00
H 1.4793 5.2206 -2.2174 0.00
H 1.9028 2.6342 -3.4660 0.00
H 2.5072 4.0542 -4.1072 0.00
H 4.3920 2.1970 -3.1095 0.00
H 4.6793 3.7019 -3.6213 0.00
H 3.9700 2.6763 -0.9941 0.03
H 5.3098 3.7669 -1.2119 0.02
H 2.4739 3.5941 0.5438 0.03
H 2.1558 5.3407 0.5741 0.01
H 3.8153 4.6595 0.9664 0.07
C -9.0571 7.0933 3.1340 0.00
C -8.0300 6.4526 4.1061 0.00
C -6.6103 6.9582 3.7064 0.00
C -5.5696 6.0780 4.5395 0.00
N -4.0990 6.5715 4.3785 0.00
C -3.1413 5.6115 5.0528 0.00
C -3.4466 5.7979 6.5533 0.00
C -3.5788 7.2343 6.6904 0.00
C -3.9380 7.8090 5.2602 0.00
C -3.7127 6.7894 2.8507 0.00
H -9.9351 6.4603 3.2626 0.00
H -8.7643 6.9700 2.0913 0.00
H -9.3968 8.1258 3.2154 0.00
H -8.0738 5.3659 4.0344 0.00
H -8.1727 6.7472 5.1458 0.00
H -6.5419 8.0185 3.9498 0.00
H -6.4560 7.0690 2.6331 0.00
H -5.5215 5.1047 4.0512 0.00
H -5.8124 5.9452 5.5938 0.00
H -2.1569 5.9567 4.7367 0.00
H -3.2434 4.5921 4.6806 0.00
H -2.5201 5.4441 7.0055 0.00
H -4.2401 5.1630 6.9476 0.00
H -2.6112 7.7046 6.8656 0.00
H -4.1649 7.6227 7.5232 0.00
H -3.1356 8.4850 4.9648 0.00
H -4.8434 8.4058 5.1498 0.00
H -2.6337 6.9064 2.7502 0.00
H -4.0097 7.8005 2.5721 0.00
H -4.1859 6.0971 2.1544 0.00
C -3.8458 2.5807 2.2564 0.00
C -3.6051 1.3783 1.4242 0.00
C -2.3845 1.3926 0.4048 0.00
C -1.9263 0.0060 -0.0489 0.00
N -0.5314 0.0397 -0.7976 0.00
C -0.0040 -1.4242 -1.0822 0.00
C 1.5228 -1.2737 -1.1694 0.00
C 1.8483 -0.1307 -0.2589 0.02
C 0.6060 0.6467 0.0712 0.01
C -0.6196 0.9191 -2.1977 0.00
H -2.9586 2.6991 2.8785 0.00
H -4.6630 2.4619 2.9679 0.00
H -3.9466 3.4938 1.6698 0.00
H -4.5613 1.1385 0.9592 0.00
H -3.4584 0.6350 2.2078 0.00
H -1.5551 1.8951 0.9024 0.00
H -2.6842 2.0086 -0.4430 0.00
H -2.5912 -0.5262 -0.7292 0.00
H -1.8438 -0.6572 0.8122 0.00
H -0.6123 -1.7791 -1.9141 0.00
H -0.3944 -1.9664 -0.2210 0.00
H 1.7398 -0.9550 -2.1889 0.00
H 2.0396 -2.1756 -0.8414 0.00
H 2.6316 0.5455 -0.6014 0.02
H 2.2708 -0.5041 0.6740 0.01
H 0.6052 1.7358 0.1155 0.00
H 0.3737 0.3209 1.0851 0.00
H -1.5619 0.7416 -2.7162 0.00
H 0.0911 0.5100 -2.9159 0.00
H -0.4822 1.9380 -1.8359 0.00
C -0.8172 1.5790 -6.2404 0.00
C -1.3040 0.6240 -7.3106 0.00
C -1.4479 -0.8597 -6.9268 0.00
C -2.0298 -1.2753 -5.5226 0.00
N -2.5125 -2.7340 -5.4534 0.00
C -2.3256 -3.3381 -4.0097 0.00
C -2.3912 -4.9008 -4.2471 0.00
C -1.9963 -5.1486 -5.6867 0.00
C -1.5903 -3.6690 -6.1811 0.00
C -3.9438 -2.7475 -6.0349 0.00
H -1.4826 1.4853 -5.3821 0.00
H -0.6439 2.5790 -6.6379 0.00
H 0.1033 1.2798 -5.7390 0.00
H -0.7525 0.7539 -8.2417 0.00
H -2.3432 0.8557 -7.5444 0.00
H -0.4661 -1.3304 -6.8766 0.00
H -2.0036 -1.3532 -7.7242 0.00
H -2.8867 -0.6335 -5.3175 0.00
H -1.2384 -1.2748 -4.7731 0.00
H -3.0799 -2.8282 -3.4104 0.00
H -1.3183 -3.1639 -3.6314 0.00
H -3.3970 -5.2527 -4.0179 0.00
H -1.7667 -5.5455 -3.6287 0.00
H -2.7938 -5.6186 -6.2622 0.00
H -1.1325 -5.8025 -5.8069 0.00
H -1.5482 -3.4831 -7.2543 0.00
H -0.5802 -3.4125 -5.8616 0.00
H -4.6459 -2.3387 -5.3082 0.00
H -4.2727 -3.7569 -6.2821 0.00
H -4.0202 -2.1447 -6.9399 0.00
C 5.1582 -1.5805 -8.8686 0.00
C 6.2134 -2.4730 -8.2969 0.00
C 6.0770 -2.7369 -6.7965 0.00
C 6.0881 -1.4432 -5.8815 0.00
N 6.4603 -1.6394 -4.4021 0.00
C 6.1173 -0.3020 -3.5798 0.00
C 5.6845 -0.7814 -2.1839 0.02
C 5.2890 -2.2688 -2.3372 0.00
C 5.3920 -2.6139 -3.8160 0.00
C 7.9280 -2.0979 -4.2037 0.00
H 4.1675 -1.8890 -8.5348 0.00
H 5.2245 -1.7910 -9.9361 0.00
H 5.4438 -0.5653 -8.5931 0.00
H 7.2063 -2.1132 -8.5667 0.00
H 6.0990 -3.4349 -8.7968 0.00
H 6.6601 -3.5984 -6.4710 0.00
H 5.0428 -3.0745 -6.7276 0.00
H 5.1391 -0.9072 -5.8702 0.00
H 6.8533 -0.7662 -6.2614 0.00
H 7.0479 0.2548 -3.6900 0.00
H 5.3361 0.2490 -4.1035 0.00
H 6.5009 -0.7511 -1.4623 0.02
H 4.9175 -0.1229 -1.7763 0.01
H 5.9702 -2.9082 -1.7757 0.00
H 4.2343 -2.3694 -2.0810 0.00
H 5.7064 -3.6488 -3.9508 0.00
H 4.4217 -2.5497 -4.3084 0.00
H 8.0681 -1.9005 -3.1409 0.00
H 8.4562 -1.4351 -4.8891 0.00
H 7.9595 -3.1600 -4.4467 0.00
C -2.1016 2.6594 7.0459 0.00
C -1.9998 1.7694 5.8319 0.00
C -0.6870 1.8012 5.0131 0.00
C 0.3099 0.9985 5.8834 0.00
N 1.7516 1.0264 5.3204 0.00
C 2.6063 -0.0524 6.0635 0.01
C 3.9911 0.4744 5.9542 0.03
C 3.8404 1.9789 5.9900 0.06
C 2.4606 2.3607 5.6273 0.05
C 1.8168 0.8028 3.7524 0.05
H -1.4199 3.5080 6.9884 0.00
H -1.6502 2.0170 7.8019 0.00
H -3.0921 3.0135 7.3316 0.00
H -2.8744 1.9831 5.2177 0.00
H -2.2260 0.7164 5.9993 0.00
H -0.4097 2.7773 4.6152 0.00
H -0.8044 1.3222 4.0411 0.00
H 0.0586 -0.0556 5.7659 0.00
H 0.5005 1.2716 6.9213 0.00
H 2.5676 -1.1054 5.7849 0.00
H 2.3002 -0.0101 7.1088 0.00
H 4.4453 0.0962 5.0384 0.03
H 4.5695 0.2613 6.8532 0.00
H 4.4637 2.4621 5.2377 0.06
H 4.2317 2.4422 6.8957 0.00
H 2.4379 2.9962 4.7420 0.04
H 1.9128 2.9685 6.3474 0.01
H 1.0841 0.0245 3.5396 0.00
H 2.8856 0.6670 3.5868 0.07
H 1.4649 1.7411 3.3237 0.02
C -0.0126 -9.5994 1.9173 0.00
C 1.1012 -8.6925 1.3735 0.00
C 0.7941 -7.2133 1.6675 0.00
C -0.2990 -6.6465 0.7839 0.00
P -0.7635 -5.0676 1.5212 0.00
C -2.0993 -4.2993 0.4548 0.00
C -3.2515 -5.2156 -0.1345 0.00
C -4.4969 -4.4163 -0.6599 0.00
C -5.4630 -5.1322 -1.5339 0.00
C -1.4329 -5.4844 3.2155 0.00
C -2.2249 -6.7802 3.3914 0.00
C -3.1458 -6.6240 4.5429 0.00
C -2.6368 -6.1027 5.9195 0.00
C 0.8046 -4.0783 1.6363 0.00
C 1.5895 -4.2825 2.9487 0.00
C 2.5248 -3.1335 3.2073 0.00
C 3.5689 -2.8185 2.1470 0.01
H 0.5188 -10.5445 2.0286 0.00
H -1.0007 -9.5713 1.4579 0.00
H -0.2097 -9.3905 2.9688 0.00
H 1.2227 -8.7390 0.2913 0.00
H 2.1084 -9.0207 1.6302 0.00
H 1.7503 -6.7365 1.4522 0.00
H 0.6215 -6.9935 2.7211 0.00
H -1.1798 -7.2858 0.8424 0.00
H -0.0426 -6.5281 -0.2688 0.00
H -1.6094 -3.8056 -0.3846 0.00
H -2.3828 -3.4463 1.0713 0.00
H -3.4961 -6.0129 0.5672 0.00
H -2.8851 -5.7658 -1.0012 0.00
H -4.1778 -3.5407 -1.2252 0.00
H -4.9207 -3.9060 0.2051 0.00
H -6.2791 -4.5436 -1.9531 0.00
H -5.9510 -6.0229 -1.1382 0.00
H -4.9371 -5.4146 -2.4459 0.00
H -2.1245 -4.6781 3.4596 0.00
H -0.7729 -5.3763 4.0763 0.00
H -1.5648 -7.6450 3.4582 0.00
H -2.8039 -6.9845 2.4907 0.00
H -3.7869 -7.5030 4.6101 0.00
H -3.9226 -5.8945 4.3134 0.00
H -2.1317 -6.9643 6.3561 0.00
H -3.4021 -5.8757 6.6617 0.00
H -1.9712 -5.2565 5.7487 0.00
H 0.5952 -3.0119 1.5515 0.00
H 1.3238 -4.5319 0.7920 0.00
H 2.1226 -5.2057 3.1760 0.00
H 0.9776 -3.9817 3.7991 0.00
H 2.8564 -3.1258 4.2456 0.00
H 1.9061 -2.2432 3.3196 0.00
H 4.1301 -3.6871 1.8025 0.00
H 4.2822 -2.0577 2.4639 0.02
H 2.9379 -2.5326 1.3055 0.00
C -5.4799 1.4861 -1.9928 0.00
C -4.9187 0.4673 -3.0069 0.00
O -4.1734 0.9835 -3.8657 0.00
O -5.2129 -0.7479 -2.8674 0.00
H -5.9798 2.3029 -2.5134 0.00
H -4.5882 1.9432 -1.5638 0.00
H -6.0163 1.1798 -1.0946 0.00
O 1.9227 -4.7156 -3.8126 0.00
C 1.1345 -5.3149 -2.9455 0.00
O 0.4989 -4.5434 -2.2031 0.00
O 1.1777 -6.5505 -2.7392 0.00
H 1.5800 -3.8204 -3.7590 0.00
O -2.5242 -1.5632 5.0005 0.00
C -2.2519 -1.9079 3.7303 0.00
O -3.2346 -2.1635 3.0117 0.00
O -1.0492 -2.1136 3.3603 0.00
H -3.4038 -1.6616 4.6288 0.00
O -0.8787 6.1009 0.9004 0.00
C -0.8553 4.8183 1.1217 0.01
O -0.8491 4.5724 2.3516 0.02
O -0.5755 3.9737 0.2403 0.00
H -0.8401 6.0225 1.8564 0.00
O 2.6937 -1.3401 -6.1824 0.00
C 2.1415 -0.8538 -5.0772 0.00
O 1.2589 -1.6517 -4.7850 0.00
O 2.7206 0.0745 -4.4259 0.00
H 1.9160 -1.9011 -6.1388 0.00
```